Entry 1:
2 unconnected molecules or ions with the total composition C6H12NO4PS2 at a distorted geometry, computed with ωB97M-V/def2-TZVPD.

Last column: natural (NBO) charge in e.
Positions of all 26 atoms, in Å:
C1 0.279 0.944 0.022  0.665
C2 3.734 0.763 -0.007  -0.591
C3 -4.972 1.140 -0.197  -0.547
C4 3.543 -0.596 0.733  -0.498
C5 -4.260 -0.016 -0.303  -0.327
C6 0.587 -0.351 0.680  -0.836
N1 -1.022 1.173 -0.097  -0.834
O1 1.120 -3.047 0.328  -1.187
O2 -0.859 -1.904 -0.964  -1.069
O3 1.052 1.688 -0.530  -0.685
O4 1.563 -1.602 -1.722  -1.170
P1 0.739 -1.837 -0.544  2.365
S1 2.037 -0.264 1.712  0.156
S2 -3.306 -0.706 0.970  -0.520
H1 3.013 1.066 -0.756  0.277
H2 3.946 1.503 0.659  0.182
H3 4.761 0.607 -0.663  0.124
H4 -1.571 -1.553 -0.414  0.516
H5 -5.184 1.791 -1.000  0.157
H6 -5.242 1.625 0.709  0.161
H7 4.230 -0.840 1.476  0.193
H8 3.277 -1.428 0.207  0.249
H9 -0.323 -0.544 1.228  0.258
H10 -4.101 -0.193 -1.390  0.172
H11 -1.668 0.685 0.525  0.408
H12 -1.371 1.896 -0.664  0.381

Calculated values
orbital gap: 6.40 eV
total energy: -47058.346 eV
HOMO energy: -1.18 eV
charge: -2
relative energy (zero: lowest compared OMol25 entry of this formula, charge and spin): 178.01 kJ/mol



Entry 2:
A molecular structure, CHBr2IO2S at a distorted geometry, computed with ωB97M-V/def2-TZVPD.

Last column: natural (NBO) charge in e.
Positions of all 8 atoms, in Å:
C1 0.791 0.517 -0.317  -0.573
O1 -1.150 1.402 1.650  -0.868
O2 -1.730 -0.611 0.370  -0.850
S1 -1.407 0.805 0.366  1.679
Br1 1.566 -1.090 0.172  0.330
Br2 0.936 0.911 -2.166  0.142
I1 -0.127 -3.267 -0.386  -0.096
H1 1.123 1.333 0.311  0.236

Calculated values
orbital gap (spin up / spin down): 7.08 / 6.04 eV
total energy: -164165.638 eV
HOMO energy (spin up / spin down): -9.33 / -9.15 eV
charge: 0
relative energy (zero: lowest compared OMol25 entry of this formula, charge and spin): 187.97 kJ/mol



Entry 3:
A molecular structure, C27H30F5N5O5SSeTeW at a distorted geometry, computed with ωB97M-V/def2-TZVPD.

Last column: Mulliken charge in e.
Positions of all 76 atoms, in Å:
W1 0.661 -0.263 -0.761  2.050
C1 2.027 -0.447 3.737  -1.305
C2 0.512 -0.671 3.645  0.019
C3 0.140 -2.053 3.110  -1.433
N1 -0.062 -2.047 1.677  0.499
C4 -0.217 -3.149 1.030  1.009
C5 -0.095 -4.451 1.664  -1.137
C6 -0.163 -5.715 1.176  -0.670
C7 -0.488 -6.186 -0.119  -0.668
C8 -0.876 -5.408 -1.164  -0.722
C9 -1.011 -4.006 -1.253  -0.089
C10 -0.700 -2.988 -0.382  0.196
N2 -0.951 -1.691 -0.727  0.570
C11 -2.229 -1.395 -1.344  -0.936
C12 -2.933 -0.463 -0.378  -1.292
C13 -2.262 0.895 -0.250  -0.814
N3 -0.871 0.897 0.229  0.882
C14 -0.484 1.956 0.933  0.675
C15 -1.293 3.096 1.143  -0.635
C16 -1.115 4.214 1.919  -0.496
C17 -0.071 4.560 2.772  -0.723
C18 1.067 3.816 2.973  -0.920
C19 1.480 2.619 2.394  -0.856
C20 0.875 1.784 1.454  1.570
N4 1.450 0.694 0.952  -0.620
C21 2.805 0.316 1.358  -1.194
C22 2.833 -0.742 2.465  -0.142
H1 2.406 -1.102 4.530  0.525
H2 2.215 0.579 4.066  0.420
H3 0.043 0.072 3.002  -0.203
H4 0.085 -0.549 4.645  0.476
H5 -0.787 -2.393 3.594  0.587
H6 0.925 -2.761 3.421  0.461
H7 0.127 -4.402 2.721  0.177
H8 0.049 -6.494 1.905  0.299
H9 -0.445 -7.258 -0.275  0.309
H10 -1.112 -5.933 -2.085  0.295
H11 -1.341 -3.654 -2.223  0.367
H12 -2.814 -2.309 -1.471  0.840
H13 -2.121 -0.925 -2.323  0.109
H14 -2.932 -0.949 0.603  0.338
H15 -3.971 -0.285 -0.678  0.482
H16 -2.870 1.443 0.468  0.946
H17 -2.296 1.437 -1.204  0.016
H18 -2.198 3.122 0.558  0.103
H19 -1.915 4.943 1.837  0.314
H20 -0.156 5.499 3.307  0.301
H21 1.784 4.233 3.675  0.321
H22 2.455 2.304 2.728  0.194
H23 3.377 1.196 1.652  0.757
H24 3.308 -0.085 0.480  0.310
H25 3.886 -0.870 2.741  0.550
H26 2.496 -1.685 2.033  0.006
O1 2.576 -3.776 -1.495  -0.828
S1 2.364 -2.369 -1.635  1.535
O2 3.522 -1.591 -2.010  -0.553
O3 1.873 -1.768 -0.237  -0.854
O4 1.137 -2.005 -2.434  -0.704
Se1 0.431 3.446 -1.657  -0.232
C23 -1.188 3.820 -2.513  -0.143
C24 -2.179 4.675 -1.989  -0.285
C25 -3.422 4.764 -2.588  -0.318
N5 -3.789 4.103 -3.690  -0.765
C26 -2.826 3.342 -4.232  -0.283
C27 -1.557 3.182 -3.716  -0.212
H27 -1.964 5.251 -1.096  0.402
H28 -4.185 5.404 -2.146  0.334
H29 -3.102 2.815 -5.142  0.352
H30 -0.837 2.543 -4.213  0.378
F1 2.418 1.945 -3.976  -0.501
Te1 2.482 0.012 -3.820  1.728
F2 2.985 0.394 -5.645  -0.462
F3 -0.356 0.227 -2.250  -0.875
F4 3.103 -1.713 -4.554  -0.541
F5 4.273 0.423 -3.456  -0.392
O5 2.017 0.531 -1.466  -0.902

Calculated values
orbital gap: 5.32 eV
total energy: -145065.522 eV
HOMO energy: -1.37 eV
charge: -2
relative energy (zero: lowest compared OMol25 entry of this formula, charge and spin): 194.82 kJ/mol



Entry 4:
A single C3H2Cl2 molecule at a distorted geometry, computed with ωB97M-V/def2-TZVPD.

Last column: natural (NBO) charge in e.
Positions of all 7 atoms, in Å:
C1 0.650 -0.566 0.280  -0.191
C2 -0.322 0.371 -0.283  -0.100
C3 -1.096 1.265 -0.279  -0.160
H1 0.710 -0.552 1.374  0.251
H2 -1.938 2.027 -0.475  0.263
Cl1 -0.307 -2.182 -0.291  -0.097
Cl2 2.303 -0.363 -0.326  0.034

Calculated values
orbital gap: 10.73 eV
SMILES string: C#CC(Cl)Cl
total energy: -28185.389 eV
HOMO energy: -10.48 eV
charge: 0
relative energy (zero: lowest compared OMol25 entry of this formula, charge and spin): 64.15 kJ/mol



Entry 5:
A single C5H9NOS molecule, computed with ωB97M-V/def2-TZVPD.

Last column: natural (NBO) charge in e.
Positions of all 17 atoms, in Å:
C1 0.033 0.361 -1.091  -0.076
C2 -1.201 0.896 -0.317  0.040
C3 -0.562 1.675 0.802  -0.207
C4 0.711 1.309 0.985  -0.182
C5 1.120 0.236 0.004  -0.371
H1 -0.990 -1.324 -1.449  0.377
H2 -0.429 -0.635 -2.817  0.368
H3 0.346 1.159 -1.760  0.203
H4 -1.844 1.521 -0.956  0.186
H5 -1.531 -0.641 0.807  0.479
H6 -1.084 2.393 1.401  0.218
H7 1.392 1.686 1.750  0.222
H8 2.140 0.414 -0.389  0.226
H9 1.150 -2.117 -0.302  0.157
N1 -0.199 -0.852 -1.868  -0.846
O1 -2.038 -0.141 0.144  -0.719
S1 1.122 -1.389 0.834  -0.074

Calculated values
orbital gap: 9.92 eV
SMILES string: N[C@@H]1[C@H](S)C=C[C@@H]1O
total energy: -19703.244 eV
HOMO energy: -9.06 eV
charge: 0
relative energy (zero: lowest compared OMol25 entry of this formula, charge and spin): 102.24 kJ/mol



Entry 6:
6 unconnected molecules or ions with the total composition H12O6 at a distorted geometry, computed with ωB97M-V/def2-TZVPD.

Last column: natural (NBO) charge in e.
Positions of all 18 atoms, in Å:
H1 0.228 0.388 -0.101  0.464
H2 -0.366 -0.322 -1.254  0.448
H3 -1.941 -3.272 1.022  0.467
H4 -2.831 -2.031 0.779  0.472
H5 4.736 2.336 0.853  0.470
H6 4.669 0.827 0.751  0.467
H7 -0.147 0.846 3.567  0.457
H8 -0.713 -0.501 3.697  0.466
H9 1.138 -1.579 -2.332  0.468
H10 2.643 -1.015 -2.447  0.472
H11 -2.545 2.794 -1.089  0.460
H12 -3.529 2.397 -2.062  0.462
O1 -0.198 -0.430 -0.278  -0.912
O2 -2.382 -2.786 0.330  -0.940
O3 4.208 1.593 0.521  -0.937
O4 -0.586 0.234 3.104  -0.922
O5 2.073 -1.869 -2.330  -0.941
O6 -3.284 3.149 -1.520  -0.922

Calculated values
orbital gap: 11.39 eV
SMILES string: O.O.O.O.O.O
total energy: -12478.673 eV
HOMO energy: -11.10 eV
charge: 0
relative energy (zero: lowest compared OMol25 entry of this formula, charge and spin): 235.50 kJ/mol



Entry 7:
A single C4H7OP molecule at a distorted geometry, computed with ωB97M-V/def2-TZVPD.

Last column: natural (NBO) charge in e.
Positions of all 13 atoms, in Å:
C1 -0.024 -0.202 0.006  -0.787
C2 -0.278 0.802 1.143  0.546
C3 -1.672 0.989 1.572  -0.725
C4 1.649 -1.243 -1.866  -0.991
O1 0.589 1.599 1.485  -0.556
P1 1.538 0.039 -0.548  0.867
H1 -0.679 -0.997 -0.272  0.224
H2 -1.759 1.474 2.514  0.240
H3 -2.107 1.730 0.919  0.249
H4 -2.397 0.226 1.475  0.223
H5 2.647 -1.848 -1.891  0.245
H6 0.750 -1.858 -1.754  0.228
H7 1.743 -0.711 -2.782  0.238

Calculated values
orbital gap: 9.01 eV
SMILES string: C/P=C/C(C)=O
total energy: -15596.015 eV
HOMO energy: -9.39 eV
charge: 0
relative energy (zero: lowest compared OMol25 entry of this formula, charge and spin): 137.20 kJ/mol



Entry 8:
2 unconnected molecules or ions with the total composition C23H22FNO2 at a distorted geometry, computed with ωB97M-V/def2-TZVPD.

Last column: natural (NBO) charge in e.
Positions of all 49 atoms, in Å:
C1 1.437 -2.656 -0.498  -0.641
C2 0.611 -2.496 -1.760  0.238
N1 -0.197 -1.453 -1.737  -0.473
F1 -0.585 2.096 0.089  -0.327
C3 -0.822 -1.009 -2.818  0.242
C4 -1.497 0.338 -2.692  -0.642
C5 -0.812 -1.763 -4.011  -0.276
C6 -0.083 -2.964 -4.055  0.034
C7 -0.132 -3.817 -5.282  -0.635
C8 0.674 -3.317 -2.916  -0.278
H1 1.873 -3.648 -0.386  0.209
H2 2.243 -1.906 -0.484  0.232
H3 0.811 -2.432 0.379  0.226
H4 -2.022 0.615 -3.608  0.207
H5 -2.213 0.347 -1.857  0.231
H6 -0.750 1.114 -2.460  0.238
H7 -1.373 -1.372 -4.868  0.212
H8 0.467 -4.711 -5.148  0.216
H9 -1.156 -4.116 -5.506  0.225
H10 0.236 -3.282 -6.157  0.224
H11 1.328 -4.199 -2.887  0.211
C9 4.658 -0.545 1.647  -0.187
C10 3.384 -0.845 2.138  -0.243
C11 2.306 0.044 2.000  -0.122
C12 2.488 1.271 1.327  -0.175
C13 1.467 2.376 1.200  0.523
C14 -0.034 2.112 1.352  0.043
C15 -0.982 3.160 1.942  0.551
C16 -2.224 2.507 2.493  -0.173
C17 -2.400 1.141 2.816  -0.174
C18 -3.600 0.739 3.418  -0.225
C19 -4.662 1.646 3.563  -0.184
C20 -4.548 2.935 3.014  -0.219
C21 -3.350 3.330 2.431  -0.144
O1 -0.934 4.332 1.682  -0.474
O2 1.849 3.496 0.878  -0.481
C22 3.776 1.560 0.835  -0.150
C23 4.834 0.670 0.978  -0.217
H12 5.474 -1.260 1.754  0.221
H13 3.236 -1.795 2.651  0.217
H14 1.340 -0.188 2.457  0.201
H15 -0.217 1.155 1.811  0.169
H16 -1.663 0.374 2.559  0.212
H17 -3.728 -0.289 3.776  0.220
H18 -5.588 1.338 4.066  0.219
H19 -5.379 3.636 3.029  0.220
H20 -3.316 4.276 1.896  0.240
H21 3.967 2.525 0.369  0.241
H22 5.808 0.933 0.578  0.218

Calculated values
orbital gap: 8.62 eV
SMILES string: O=C(c1ccccc1)C(F)C(=O)c1ccccc1.Cc1cc(C)nc(C)c1
total energy: -32509.425 eV
HOMO energy: -8.93 eV
charge: 0
relative energy (zero: lowest compared OMol25 entry of this formula, charge and spin): 0.00 kJ/mol